Density functional theory data (ωB97M-V with the def2-TZVPD basis set) for a structure of composition C41H113AsF6N17O16 in a non-equilibrium geometry.

Results
* M: 1289.4 g mol⁻¹
* Kohn-Sham gap: 0.268 hartree
* highest occupied orbital energy: -5.6 eV
* electronic energy: -6599.5767 a.u.
* maximum force: 7.816 eV Å⁻¹
* LUMO: 1.6902 eV

Geometry as ORCA input:
```
! wB97M-V def2-TZVPD RIJCOSX def2/J DEFGRID3
* xyz -1 1
As -40.567 -25.303 2.799
F -39.922 -26.267 4.199
F -39.031 -24.522 2.659
F -41.223 -24.335 1.400
F -42.158 -26.174 3.037
F -41.080 -23.990 3.917
F -40.173 -26.584 1.666
C -39.752 -27.354 -5.300
C -40.102 -27.933 -3.927
C -41.095 -27.032 -3.123
O -41.208 -27.559 -1.772
C -41.822 -26.656 -0.838
N -40.716 -29.207 -4.218
H -38.960 -27.762 -5.927
H -39.403 -26.351 -5.052
H -40.624 -27.269 -5.949
H -39.198 -28.095 -3.339
H -42.054 -26.985 -3.639
H -40.746 -26.004 -3.020
H -41.278 -25.720 -0.715
H -41.574 -27.200 0.074
H -42.907 -26.589 -0.923
H -40.113 -29.533 -4.960
H -41.448 -28.947 -4.862
C -35.602 -28.605 -2.420
C -36.248 -27.688 -3.515
C -36.710 -26.282 -2.992
O -37.758 -26.389 -1.948
C -38.048 -25.112 -1.359
N -35.341 -27.438 -4.546
H -35.336 -29.576 -2.839
H -36.344 -28.706 -1.629
H -34.681 -28.146 -2.060
H -37.149 -28.125 -3.946
H -37.077 -25.695 -3.834
H -35.786 -25.895 -2.563
H -38.571 -25.214 -0.408
H -38.646 -24.432 -1.965
H -37.114 -24.586 -1.163
H -35.777 -26.912 -5.291
H -35.399 -28.268 -5.119
C -47.776 -22.009 -1.852
C -47.796 -23.455 -1.444
C -47.082 -23.663 -0.099
O -45.725 -23.290 -0.060
C -44.829 -23.976 0.860
N -49.172 -23.959 -1.475
H -46.765 -21.603 -1.875
H -48.259 -21.246 -1.242
H -48.199 -21.900 -2.851
H -47.206 -24.057 -2.135
H -47.255 -24.643 0.345
H -47.538 -23.097 0.714
H -45.369 -24.159 1.789
H -43.911 -23.389 0.831
H -44.594 -24.965 0.467
H -49.151 -24.910 -1.136
H -49.339 -24.084 -2.463
C -43.516 -20.936 -0.292
O -42.840 -20.298 0.782
C -42.605 -21.105 1.942
C -41.609 -20.337 2.834
N -40.276 -20.061 2.185
C -39.417 -21.299 2.074
C -38.145 -20.925 1.269
O -38.476 -20.194 0.075
C -39.508 -20.601 -0.818
H -43.296 -22.000 -0.374
H -43.281 -20.468 -1.248
H -44.602 -20.911 -0.202
H -42.121 -22.034 1.639
H -43.551 -21.250 2.463
H -41.427 -20.896 3.751
H -42.122 -19.427 3.146
H -40.443 -19.659 1.274
H -39.838 -22.189 1.606
H -39.091 -21.670 3.046
H -37.722 -21.862 0.908
H -37.385 -20.369 1.819
H -39.474 -21.684 -0.938
H -39.361 -20.136 -1.793
H -40.463 -20.210 -0.466
C -39.658 -31.621 3.826
O -38.958 -30.597 3.105
C -38.372 -29.654 4.015
C -37.944 -28.306 3.416
N -36.688 -28.393 2.566
C -36.111 -27.119 2.018
C -34.824 -27.504 1.292
O -33.901 -26.476 1.421
C -33.988 -25.404 0.637
H -40.312 -32.223 3.196
H -40.382 -31.186 4.515
H -38.946 -32.234 4.380
H -37.423 -30.069 4.354
H -38.992 -29.408 4.878
H -37.743 -27.584 4.208
H -38.791 -27.868 2.888
H -36.003 -28.797 3.188
H -35.924 -26.395 2.811
H -36.803 -26.513 1.432
H -34.938 -27.914 0.288
H -34.314 -28.305 1.826
H -34.728 -24.658 0.927
H -34.108 -25.598 -0.429
H -33.042 -24.881 0.774
C -36.729 -21.749 9.573
O -36.522 -22.294 8.335
C -35.654 -23.453 8.245
C -35.593 -23.848 6.783
N -36.930 -24.270 6.137
C -36.633 -24.682 4.729
C -36.289 -23.456 3.897
O -34.848 -23.437 3.671
C -34.448 -22.245 3.068
H -37.128 -20.749 9.400
H -35.829 -21.557 10.157
H -37.469 -22.297 10.156
H -35.978 -24.283 8.871
H -34.627 -23.234 8.536
H -34.832 -24.621 6.678
H -35.086 -22.997 6.329
H -37.394 -23.373 6.098
H -37.482 -25.151 4.233
H -35.802 -25.387 4.690
H -36.533 -22.533 4.421
H -36.756 -23.463 2.912
H -35.022 -21.943 2.192
H -33.397 -22.312 2.786
H -34.572 -21.535 3.885
C -43.256 -24.513 6.253
O -44.009 -24.935 7.400
C -44.333 -26.342 7.400
C -45.003 -26.631 8.768
N -43.935 -26.668 9.774
C -44.537 -26.137 11.032
C -45.698 -27.035 11.610
O -46.846 -27.216 10.814
C -47.695 -28.228 11.240
H -42.247 -24.923 6.208
H -43.216 -23.427 6.341
H -43.794 -24.645 5.314
H -43.469 -27.000 7.305
H -44.983 -26.532 6.546
H -45.450 -27.606 8.576
H -45.794 -25.919 9.007
H -43.883 -27.647 10.016
H -44.945 -25.138 10.878
H -43.706 -25.868 11.685
H -46.075 -26.509 12.487
H -45.333 -28.012 11.927
H -48.091 -28.175 12.254
H -47.286 -29.239 11.206
H -48.539 -28.296 10.553
C -38.649 -29.458 -0.321
O -39.406 -29.717 -1.287
N -38.636 -28.318 0.233
N -37.906 -30.378 0.195
H -38.037 -28.172 1.033
H -38.974 -27.508 -0.266
H -37.644 -31.208 -0.317
H -37.632 -30.259 1.160
C -42.431 -29.105 4.952
O -42.874 -29.506 3.849
N -42.479 -29.828 6.029
N -41.916 -27.927 5.319
H -42.498 -29.355 6.921
H -42.794 -30.771 5.855
H -41.584 -27.728 6.252
H -41.853 -27.248 4.573
C -45.648 -27.130 2.634
O -46.846 -26.970 2.295
N -44.979 -26.299 3.422
N -44.944 -28.149 2.241
H -45.420 -25.431 3.689
H -43.980 -26.448 3.398
H -45.425 -28.760 1.596
H -44.083 -28.458 2.668
C -42.224 -30.143 0.418
O -41.929 -30.196 -0.724
N -41.504 -29.600 1.350
N -43.426 -30.466 0.818
H -40.545 -29.300 1.249
H -41.857 -29.604 2.296
H -44.029 -30.923 0.149
H -43.738 -30.167 1.731
C -39.347 -22.155 6.462
O -38.283 -21.763 6.006
N -39.816 -23.342 6.269
N -40.133 -21.380 7.181
H -40.709 -23.600 6.665
H -39.387 -23.906 5.549
H -39.765 -20.455 7.353
H -40.720 -21.898 7.819
*
```